Record 1
Below is C29H45BrClI3NO6P2Si as an isolated structure in a non-equilibrium geometry, with properties calculated with ωB97M-V with the def2-TZVPD basis set.

HOMO-LUMO gap ... 6.39 eV

```
! wB97M-V def2-TZVPD RIJCOSX def2/J DEFGRID3
* xyz 1 1
C 3.20552 4.33268 -0.69152
C 2.01237 3.76983 0.13530
C 2.51159 2.76855 1.27502
I 2.18890 3.56333 3.28623
C 1.96966 1.35920 1.11717
C 0.54092 1.19960 1.16254
C -0.35218 2.28704 1.38918
C -1.72345 2.13752 1.43485
P -2.70205 3.71358 1.75392
O -2.46168 4.66842 0.40899
Br -1.58596 4.62693 3.49753
C -2.39348 0.85629 1.27197
Si -4.29387 0.59998 1.32099
C -5.41135 2.07483 1.60289
C -4.77967 -0.11886 -0.39232
C -4.76119 -0.68492 2.65002
C -1.53401 -0.25453 1.05116
C -2.02799 -1.71012 0.88786
C -2.12051 -2.51547 2.24444
C -3.35572 -3.48422 2.24622
Cl -0.66823 -3.61315 2.46953
C -0.09397 -0.08539 0.99229
C 0.83001 -1.18448 0.77400
C 2.17958 -0.98148 0.74565
C 3.00637 -2.21771 0.48065
I 3.77760 -2.30032 -1.52996
C 3.22884 -3.18092 1.39515
C 2.63478 -3.09624 2.80796
I 4.45704 -4.84191 0.82472
N 2.76059 0.27281 0.93540
P 4.49708 0.51825 0.95234
O 4.83043 1.38654 -0.17015
O 4.79199 1.20135 2.38252
O 5.41679 -0.77313 0.87689
H 3.58454 5.24514 -0.20723
H 2.85625 4.50077 -1.71970
H 4.03189 3.59887 -0.73224
H 1.49057 4.59262 0.65840
H 1.26992 3.24838 -0.49200
H 3.59935 2.84198 1.18914
H 0.02839 3.30257 1.50873
H -2.19259 4.06937 -0.30831
H -6.44158 1.77511 1.31585
H -5.14328 2.87709 0.88576
H -5.42029 2.50991 2.61373
H -5.14447 -1.14498 -0.19286
H -5.58878 0.44854 -0.87588
H -3.89167 -0.23612 -1.04340
H -5.17297 -1.59928 2.19716
H -5.59564 -0.25171 3.24091
H -3.95331 -0.87488 3.37258
H -3.03037 -1.78538 0.43897
H -1.38095 -2.29277 0.20901
H -2.11366 -1.85074 3.11896
H -3.04327 -4.49992 2.53603
H -3.84264 -3.54614 1.26253
H -4.06354 -3.17031 3.03147
H 0.45579 -2.19787 0.64361
H 2.57814 -4.12728 3.20086
H 3.35037 -2.56057 3.46058
H 1.64533 -2.62240 2.79594
H 5.46911 1.88990 2.26666
H 5.27617 -1.38817 1.62076
C -2.08647 -6.68139 -1.78743
C -1.93523 -7.82885 -0.80162
C -2.28400 -7.15676 0.51600
O -3.22666 -6.11904 0.21348
C -3.26943 -5.92468 -1.20604
H -2.25152 -7.00288 -2.81498
H -1.19170 -6.05253 -1.76578
H -2.66439 -8.61074 -1.02743
H -0.94344 -8.27934 -0.79957
H -1.40236 -6.69058 0.97075
H -2.72203 -7.84775 1.23726
H -4.21821 -6.32873 -1.57338
H -3.23697 -4.85599 -1.43021
C 3.79514 6.28272 -5.95306
C 3.68157 4.76779 -5.88917
C 3.91895 4.49836 -4.41226
O 3.42875 5.64272 -3.69978
C 3.16574 6.69944 -4.63419
H 3.30120 6.72464 -6.81736
H 4.84785 6.57556 -5.97464
H 2.67055 4.45941 -6.16845
H 4.38672 4.24587 -6.53484
H 4.98678 4.39602 -4.19292
H 3.40492 3.60118 -4.06089
H 2.07974 6.80440 -4.72825
H 3.57290 7.63550 -4.25064
*
```



Record 2
Below is an isolated ion of composition C6H15F3NSi and charge +1 in a non-equilibrium geometry, with properties calculated with ωB97M-V with the def2-TZVPD basis set.

Structure (SMILES) ... CC[NH2+][C@H](C(C)C)[Si](F)(F)F
Relative energy (zero: lowest compared OMol25 entry of this formula, charge and spin) ... 6.2 kcal per mole
HOMO-LUMO gap ... 12.29 eV

```
! wB97M-V def2-TZVPD RIJCOSX def2/J DEFGRID3
* xyz 1 1
C -1.19600 2.31166 -0.88377
C 0.54043 -2.60873 -0.08735
C -1.63057 -1.42712 -0.17613
C -0.32257 2.26166 0.35485
C -0.24932 -1.46250 0.41348
C 0.44075 -0.13503 -0.00148
N -0.30408 0.83771 0.82440
F 2.92576 1.06975 -0.98537
F 3.44694 -1.18217 -0.20424
F 2.70815 0.70842 1.57496
Si 2.57455 0.04241 0.16150
H -0.63362 1.88946 -1.69351
H -2.16084 1.89101 -0.85229
H -1.17098 3.38018 -1.03059
H 0.93292 -2.27348 -1.02558
H -0.01758 -3.44960 -0.32260
H 1.32897 -2.76090 0.67471
H -2.31915 -1.07156 0.60834
H -2.19277 -2.23583 -0.54204
H -1.59595 -0.71378 -0.94216
H -0.77563 2.86085 1.13625
H 0.63007 2.61781 0.14051
H -0.29252 -1.72693 1.47271
H 0.28916 -0.09622 -1.10682
H -1.25582 0.53430 0.82442
H 0.29972 0.73867 1.66778
*
```